Entry from OMol25: one molecule with the formula C11H20BrF5O2SSi at a distorted geometry (the ωB97M-V functional and the def2-TZVPD basis).

Each line ends with the Mulliken charge.
Positions of all 41 atoms, in Å:
C (-0.74, -1.78, 3.70)  -0.8128
C (-1.84, -1.90, 2.47)  -0.2018
C (-1.29, -2.81, 1.19)  -0.5717
C (-0.05, -1.97, 0.46)  -0.0274
C (0.39, -2.66, -0.99)  -0.3862
C (1.75, -1.90, -1.51)  -0.5920
C (1.59, -1.06, -2.91)  -0.7546
C (0.18, -0.25, -3.08)  -0.4670
C (0.27, 1.09, -2.14)  -0.2143
Si (-1.43, 1.79, -1.56)  0.5274
Br (-2.92, 0.12, -1.00)  -0.1979
S (-1.00, 3.12, 0.13)  0.9834
O (-1.46, 4.59, -0.25)  -0.6050
O (-1.87, 2.60, 1.33)  -0.5634
C (0.84, 3.19, 0.55)  0.5503
F (1.59, 3.61, -0.69)  -0.2625
F (1.34, 1.88, 1.09)  -0.2489
C (1.21, 4.32, 1.71)  0.4935
F (1.08, 5.71, 1.22)  -0.1838
F (0.47, 4.05, 2.99)  -0.1915
F (2.68, 4.13, 2.01)  -0.2379
H (-0.63, -0.65, 4.00)  0.2012
H (0.30, -2.22, 3.32)  0.2214
H (-1.11, -2.37, 4.67)  0.2696
H (-2.82, -2.40, 2.89)  0.3319
H (-2.04, -0.82, 2.08)  0.0654
H (-0.93, -3.88, 1.52)  0.2801
H (-2.20, -2.95, 0.46)  0.2458
H (0.85, -1.95, 1.23)  0.2441
H (-0.42, -0.87, 0.31)  -0.2909
H (0.66, -3.79, -0.73)  0.2831
H (-0.48, -2.71, -1.77)  0.2200
H (2.62, -2.69, -1.63)  0.3794
H (2.10, -1.14, -0.67)  0.2426
H (1.80, -1.71, -3.89)  0.3246
H (2.45, -0.24, -2.90)  0.2521
H (-0.79, -0.89, -2.92)  0.2018
H (0.13, 0.14, -4.21)  0.3555
H (0.93, 1.93, -2.66)  0.4219
H (0.86, 0.77, -1.16)  -0.1532
H (-2.07, 2.57, -2.65)  -0.1325

Output
Gap between HOMO and LUMO: 0.34384 Ha
HOMO: -10.49 eV

---

Entry from OMol25: a 4-piece molecular cluster, C11H20BrINO5 overall at a distorted geometry (the ωB97M-V functional and the def2-TZVPD basis).

Each line ends with the Mulliken charge.
Positions of all 39 atoms, in Å:
O (1.80, 0.03, -1.47)  -0.7176
C (2.01, -1.20, -1.33)  0.3658
O (1.92, -2.05, -2.21)  -0.7172
C (2.45, -1.58, 0.10)  0.0064
I (4.55, -2.23, 0.10)  -0.0485
N (1.64, -2.68, 0.64)  -0.4946
Br (1.53, -2.44, 2.52)  -0.0972
H (2.38, -0.71, 0.72)  0.3114
H (2.18, -3.54, 0.58)  0.3914
C (0.29, 3.04, 1.74)  -1.2481
C (-0.07, 1.58, 1.66)  0.9991
O (0.62, 0.73, 2.18)  -0.5084
C (-1.32, 1.22, 0.92)  -1.1178
H (1.21, 3.16, 2.30)  0.3137
H (0.43, 3.44, 0.73)  0.3333
H (-0.51, 3.59, 2.25)  0.3122
H (-1.25, 1.54, -0.12)  0.4213
H (-2.18, 1.69, 1.40)  0.3210
H (-1.45, 0.14, 0.94)  0.2162
C (-2.78, -0.73, 4.50)  -0.9325
C (-3.49, 0.59, 4.33)  0.7865
O (-3.13, 1.40, 3.52)  -0.4971
C (-4.69, 0.84, 5.23)  -1.1565
H (-1.95, -0.78, 3.80)  0.1832
H (-2.39, -0.82, 5.51)  0.3194
H (-3.46, -1.56, 4.29)  0.3241
H (-4.38, 0.82, 6.27)  0.3240
H (-5.45, 0.08, 5.05)  0.3233
H (-5.10, 1.82, 5.00)  0.3000
C (2.27, -1.22, -7.20)  -1.0488
C (2.16, 0.03, -6.35)  0.7788
O (2.37, 1.13, -6.84)  -0.5876
C (1.79, -0.16, -4.91)  -0.8961
H (2.54, -0.95, -8.22)  0.3030
H (3.04, -1.88, -6.79)  0.2991
H (1.31, -1.74, -7.21)  0.2990
H (2.54, -0.77, -4.40)  0.2518
H (0.82, -0.63, -4.83)  0.3044
H (1.75, 0.81, -4.41)  0.2795

Output
Gap between HOMO and LUMO: 0.26666 Ha
HOMO: -4.90 eV
Net charge: -1

---

Entry from OMol25: C11H20Cl2N2O2PV as an isolated structure at a distorted geometry (the ωB97M-V functional and the def2-TZVPD basis).

Each line ends with the Mulliken charge.
Positions of all 39 atoms, in Å:
C (-0.86, -3.67, -3.62)  -1.1324
C (-0.93, -2.59, -2.61)  0.9046
H (-1.85, -3.88, -4.05)  0.3469
H (-0.48, -4.57, -3.12)  0.4143
H (-0.16, -3.37, -4.42)  0.3408
O (-1.78, -1.74, -2.45)  -0.3794
Cl (0.51, -2.75, -1.38)  -0.1577
V (0.33, -0.79, -0.40)  -0.0759
P (-0.21, 1.26, -1.45)  1.5485
C (-1.72, 2.19, -1.00)  -1.3439
C (1.07, 2.54, -1.32)  -1.2397
H (0.51, 0.51, -3.62)  0.3909
H (-0.49, 2.00, -3.71)  0.4944
H (-1.26, 0.39, -3.45)  0.3468
C (-0.38, 1.01, -3.24)  -1.3640
H (2.06, 2.07, -1.26)  0.3812
H (1.02, 3.18, -2.22)  0.4270
H (-1.89, 2.95, -1.76)  0.4213
H (-1.54, 2.66, -0.03)  0.4035
H (0.89, 3.15, -0.42)  0.3729
H (-2.57, 1.51, -0.93)  0.4256
C (-1.54, -0.80, -0.15)  0.3595
O (-2.70, -0.75, 0.07)  -0.2087
Cl (2.62, -0.43, -0.58)  -0.3569
C (2.46, 1.61, 3.92)  -1.2504
C (1.48, 0.75, 3.26)  0.6520
C (0.55, -0.14, 3.79)  -0.9415
C (-0.08, -0.78, 2.72)  0.3425
N (0.44, -0.30, 1.56)  0.5338
N (1.35, 0.66, 1.93)  0.0452
C (-1.12, -1.83, 2.83)  -1.2777
H (2.02, 2.04, 4.83)  0.3786
H (3.34, 1.02, 4.25)  0.2968
H (2.81, 2.42, 3.27)  0.3454
H (0.35, -0.32, 4.84)  0.4672
H (1.95, 1.11, 1.24)  0.1261
H (-0.67, -2.83, 2.84)  0.2845
H (-1.61, -1.69, 3.81)  0.3915
H (-1.90, -1.79, 2.07)  0.2862

Output
Gap between HOMO and LUMO (alpha / beta): 0.26810 / 0.27320 Ha
HOMO (alpha / beta): -16.00 / -16.05 eV
Net charge: +2
⟨S²⟩: 2.022
Spin multiplicity: 3

---

Entry from OMol25: C11H20F18IN3O17S6Zr as an isolated structure at a distorted geometry (the ωB97M-V functional and the def2-TZVPD basis).

Each line ends with the Mulliken charge.
Positions of all 77 atoms, in Å:
Zr (13.53, 8.41, 11.59)  0.4569
C (11.08, 5.40, 15.63)  0.6884
F (10.75, 4.27, 16.24)  -0.2155
F (10.99, 6.43, 16.42)  -0.1886
F (12.37, 5.30, 15.22)  -0.2059
S (10.00, 5.57, 14.12)  0.9144
O (10.65, 4.84, 13.05)  -0.6127
O (8.68, 5.21, 14.59)  -0.6008
N (10.18, 7.13, 13.64)  -0.9521
S (9.40, 8.39, 14.26)  0.9339
O (9.23, 8.39, 15.68)  -0.5708
O (9.96, 9.60, 13.67)  -0.7914
C (7.75, 8.35, 13.45)  0.5748
F (7.33, 9.65, 13.55)  -0.2247
F (7.89, 8.08, 12.17)  -0.1860
F (6.94, 7.47, 14.09)  -0.1894
C (17.53, 8.46, 8.93)  0.5886
F (18.42, 9.15, 9.63)  -0.1879
F (17.97, 8.15, 7.78)  -0.1830
F (17.22, 7.33, 9.61)  -0.2452
S (15.95, 9.38, 8.77)  0.9579
O (16.33, 10.66, 8.35)  -0.5746
O (15.02, 8.51, 8.13)  -0.6916
N (15.46, 9.32, 10.37)  -0.4997
S (15.69, 10.44, 11.52)  0.6582
O (15.55, 11.77, 11.26)  -0.5795
O (14.90, 9.84, 12.58)  -0.3139
C (17.47, 10.39, 12.26)  0.5310
F (17.32, 10.69, 13.62)  -0.2138
F (18.02, 9.18, 12.19)  -0.1701
F (18.27, 11.24, 11.70)  -0.1730
C (11.99, 10.38, 6.45)  0.5136
F (11.86, 9.84, 5.24)  -0.1887
F (13.27, 10.79, 6.57)  -0.1818
F (11.18, 11.41, 6.65)  -0.1705
S (11.49, 8.99, 7.57)  0.9786
O (10.01, 8.97, 7.44)  -0.6699
O (12.25, 7.84, 7.18)  -0.5486
N (11.95, 9.40, 9.07)  -0.4869
S (11.88, 10.67, 9.87)  0.7590
O (12.51, 10.33, 11.22)  -0.3218
O (12.41, 11.79, 9.11)  -0.5135
C (10.14, 11.04, 10.46)  0.3462
F (9.50, 11.59, 9.42)  -0.1948
F (9.55, 9.93, 10.91)  -0.1683
F (10.20, 11.82, 11.50)  -0.1676
I (15.01, 6.46, 13.02)  -0.5076
C (13.08, 8.97, 14.78)  -0.6846
O (12.57, 8.90, 13.44)  1.0995
H (14.05, 8.40, 14.79)  0.1363
H (13.16, 10.08, 15.03)  0.1997
H (12.36, 8.52, 15.41)  0.3126
H (11.60, 9.16, 13.40)  -0.1621
C (19.86, 5.69, 12.07)  -0.4114
O (20.24, 6.20, 10.82)  -0.5075
H (18.82, 5.91, 12.29)  0.0942
H (20.07, 4.61, 12.17)  0.3173
H (20.52, 6.13, 12.79)  0.2284
H (20.29, 5.65, 10.05)  0.2932
C (10.23, 5.65, 5.41)  -0.4196
O (11.48, 4.97, 5.70)  -0.5552
H (9.88, 6.10, 6.29)  0.1160
H (10.30, 6.53, 4.75)  0.2375
H (9.43, 4.98, 5.00)  0.2954
H (11.94, 5.47, 6.38)  0.3179
C (10.78, 7.05, 10.51)  -0.6022
O (11.63, 7.56, 11.61)  2.3663
H (11.44, 6.77, 9.67)  -0.7014
H (10.34, 6.09, 10.86)  0.2848
H (10.13, 7.84, 10.37)  0.6153
H (11.05, 7.44, 12.45)  0.0860
C (13.42, 5.57, 9.93)  -0.8656
O (13.68, 7.08, 9.87)  0.8368
H (13.45, 5.27, 10.98)  0.0208
H (12.51, 5.49, 9.42)  0.5649
H (14.22, 5.04, 9.41)  0.2579
H (13.97, 7.43, 9.00)  0.0179

Output
Gap between HOMO and LUMO: 0.32003 Ha
HOMO: -10.30 eV

---

Energy list, top to bottom, in a.u.: -4342.3782; -3733.8463; -2896.3430; -6405.9577